C2H9N2S | ωB97M-V/def2-TZVPD

Computed properties:
M: 93.17 g/mol
E: -589.31781 a.u.
Kohn-Sham gap: 6.657 eV
strongest force on any atom: 0.626 eV/Å
charge: -1

Last column: natural (NBO) charge in e.
Atoms and positions in Å:
C -1.26220 1.97886 0.13792  -0.742
S -2.39534 0.60330 -0.25059  -0.741
H -0.26595 1.83193 -0.28916  0.151
H -1.16683 2.10520 1.21414  0.170
H -1.62081 2.94637 -0.22224  0.175
N 0.51265 -0.99404 -1.29412  -0.866
C 1.32910 -1.26673 -0.12246  -0.050
N 0.70615 -1.14564 1.17876  -0.862
H 0.34519 0.00751 -1.33617  0.360
H -0.42803 -1.36628 -1.21182  0.377
H 2.18478 -0.58704 -0.14023  0.157
H 1.75519 -2.26822 -0.22293  0.148
H -0.16686 -1.66226 1.18076  0.359
H 0.47295 -0.18295 1.37816  0.362